Entry A
ORCA calculation (ωB97M-V with the def2-TZVPD basis set) on one molecule with the formula C2H2N4O.

Last column: Mulliken charge in e.
Positions of all 9 atoms, in Å:
C (0.69, -0.57, 0.08)  0.599
C (-1.14, 0.71, -0.43)  0.125
H (1.28, -2.04, -0.93)  0.266
H (-2.01, 0.83, -1.09)  0.388
N (1.58, -1.45, -0.13)  -0.577
N (0.88, 0.26, 1.20)  -0.029
N (0.10, 1.19, 1.45)  -0.226
N (-0.94, 1.52, 0.50)  -0.237
O (-0.44, -0.45, -0.65)  -0.309

Calculated values
* net charge: 0
* SMILES string: [H]/N=c1/nnnco1
* 2S+1: 1
* Kohn-Sham gap: 9.589 eV

Entry B
ORCA calculation (ωB97M-V with the def2-TZVPD basis set) on one molecule with the formula C2H2N4O.

Last column: Mulliken charge in e.
Positions of all 9 atoms, in Å:
C (1.45, 0.16, 0.18)  0.552
C (-0.64, -0.89, 0.03)  0.063
H (-1.20, -1.74, -0.11)  0.422
H (-2.09, 0.42, -0.11)  0.110
N (0.68, -0.95, 0.13)  -0.477
N (-1.20, 0.17, -0.04)  0.251
N (-0.44, 1.39, -0.10)  -0.236
N (0.74, 1.39, 0.20)  -0.138
O (2.69, 0.03, -0.18)  -0.547

Calculated values
* net charge: 0
* SMILES string: O=c1nc[nH]nn1
* 2S+1: 1
* Kohn-Sham gap: 9.335 eV

Entry C
ORCA calculation (ωB97M-V with the def2-TZVPD basis set) on one molecule with the formula C2H2N4O.

Last column: Mulliken charge in e.
Positions of all 9 atoms, in Å:
C (0.98, -0.19, -0.37)  0.184
C (-0.29, 0.05, -0.12)  0.423
H (2.81, 0.06, 0.58)  0.389
H (1.22, -0.41, -1.39)  0.381
N (-1.31, -0.21, -0.99)  -0.311
N (-2.41, -0.19, -0.24)  -0.196
N (-2.11, 0.24, 0.95)  -0.254
N (-0.72, 0.31, 1.05)  -0.220
O (1.82, 0.33, 0.53)  -0.397

Calculated values
* net charge: 0
* SMILES string: OC=C1N=NN=N1
* 2S+1: 1
* Kohn-Sham gap: 8.320 eV

Quick one: least stable of them? entry C

Entry A
ORCA calculation (ωB97M-V with the def2-TZVPD basis set) on a 2-piece molecular cluster, C5H13N2 overall.

Last column: Mulliken charge in e.
Positions of all 20 atoms, in Å:
N (-0.84, 0.06, -1.48)  -1.374
C (0.53, -0.15, -2.11)  -1.090
C (2.52, -0.08, -0.56)  -1.186
C (1.59, 0.55, -1.35)  -0.071
H (-1.55, -0.54, -1.95)  0.739
H (-1.13, 1.04, -1.62)  0.743
H (0.46, 0.23, -3.14)  0.517
H (0.70, -1.22, -2.06)  0.401
H (3.29, 0.42, -0.01)  0.304
H (2.52, -1.16, -0.47)  0.316
H (1.61, 1.63, -1.43)  0.340
C (-1.22, 0.41, 1.91)  -0.173
C (-1.94, -0.09, 2.89)  -0.712
N (-0.34, -0.36, 1.07)  -0.529
H (-1.22, 1.46, 1.65)  0.415
H (-2.58, 0.55, 3.46)  0.248
H (-1.92, -1.16, 3.08)  0.232
H (0.63, -0.07, 1.19)  0.271
H (-0.41, -1.35, 1.31)  0.203
H (-0.71, -0.18, -0.38)  0.406

Calculated values
* net charge: 0
* 2S+1: 2
* Kohn-Sham gap (alpha / beta): 3.921 / 9.677 eV

Entry B
ORCA calculation (ωB97M-V with the def2-TZVPD basis set) on one molecule with the formula C5H13N2.

Last column: Mulliken charge in e.
Positions of all 20 atoms, in Å:
C (-2.54, -0.35, 0.33)  -1.475
C (-1.20, 0.27, -0.06)  0.074
C (-0.11, 0.09, 0.98)  -0.885
C (1.24, 0.10, 0.36)  0.528
C (2.27, -0.69, 0.80)  -1.351
N (1.38, 1.03, -0.71)  -0.547
N (-0.68, -0.41, -1.31)  -0.648
H (-2.43, -1.42, 0.48)  0.386
H (-3.34, -0.18, -0.40)  0.417
H (-2.87, 0.09, 1.26)  0.396
H (-1.35, 1.31, -0.36)  0.232
H (-0.24, 0.86, 1.77)  0.450
H (-0.28, -0.88, 1.47)  0.217
H (2.14, -1.37, 1.63)  0.248
H (3.26, -0.65, 0.35)  0.207
H (1.17, 2.00, -0.42)  0.235
H (2.34, 1.02, -1.06)  0.169
H (-1.35, -0.34, -2.09)  0.352
H (0.22, 0.11, -1.50)  0.459
H (-0.47, -1.41, -1.16)  0.536

Calculated values
* net charge: 0
* 2S+1: 2
* Kohn-Sham gap (alpha / beta): 2.855 / 7.617 eV

Quick one: least stable of them? entry A

Entry A
ORCA calculation (ωB97M-V with the def2-TZVPD basis set) on an isolated ion of composition C10H15N2O and charge +1.

Last column: Mulliken charge in e.
Positions of all 28 atoms, in Å:
C (3.21, -0.75, 0.01)  -0.363
C (3.25, 0.67, 0.17)  -0.869
C (2.02, -1.40, -0.01)  -0.849
C (2.03, 1.28, 0.44)  0.088
C (0.88, -0.70, 0.16)  1.166
C (-0.43, 1.26, 0.38)  -0.503
C (-1.41, 0.10, 0.61)  1.219
C (-0.59, 2.14, -0.87)  -1.686
C (-2.69, 0.20, -0.23)  -1.712
C (-0.71, -2.50, -0.38)  -0.972
N (0.89, 0.64, 0.31)  0.020
N (-0.37, -1.19, 0.07)  -0.154
O (-1.75, 0.12, 1.99)  -0.582
H (4.09, -1.17, -0.31)  0.480
H (4.10, 1.09, -0.18)  0.451
H (2.05, -2.48, -0.31)  0.259
H (1.89, 2.28, 0.44)  0.456
H (-0.45, 1.88, 1.29)  0.466
H (-0.63, 1.43, -1.74)  0.404
H (0.14, 2.81, -0.85)  0.608
H (-1.49, 2.67, -0.83)  0.396
H (-2.42, 0.46, -1.21)  0.373
H (-3.43, 0.82, 0.18)  0.423
H (-3.18, -0.87, -0.12)  0.446
H (0.05, -2.69, -1.08)  0.309
H (-0.67, -3.13, 0.50)  0.401
H (-1.75, -2.60, -0.57)  0.310
H (-2.62, -0.39, 2.14)  0.415

Calculated values
* net charge: +1
* SMILES string: C[C@@H]1N2C=CC=CC2=[N+](C)[C@@]1(C)O
* 2S+1: 1
* Kohn-Sham gap: 8.724 eV

Entry B
ORCA calculation (ωB97M-V with the def2-TZVPD basis set) on an isolated ion of composition C10H15N2O and charge +1.

Last column: Mulliken charge in e.
Positions of all 28 atoms, in Å:
C (-0.61, 1.39, -0.24)  -1.320
C (-1.27, -3.29, 2.39)  -0.423
C (-0.23, -0.04, -0.07)  -0.116
C (-0.94, -3.49, 1.12)  -0.192
C (-0.90, -1.09, 2.35)  -0.222
C (-0.19, 2.21, -1.23)  1.161
C (-0.50, -1.16, 0.92)  0.800
C (0.77, 1.85, -2.30)  -1.074
C (-0.79, 3.59, -1.38)  -1.459
C (2.09, -1.10, -0.03)  -0.833
N (-1.23, -2.11, 2.99)  -0.445
N (0.91, -0.52, 0.65)  -0.035
O (-0.56, -2.37, 0.33)  -0.344
H (-1.42, 1.75, 0.47)  0.254
H (-1.67, -4.09, 2.91)  0.426
H (-0.11, -0.51, -1.04)  0.778
H (-0.74, -4.37, 0.46)  0.398
H (-0.98, -0.08, 2.79)  0.374
H (1.27, 2.68, -2.64)  0.496
H (0.38, 1.20, -3.10)  0.335
H (1.30, 1.02, -1.85)  -0.013
H (-1.76, 3.74, -0.98)  0.426
H (-0.90, 3.91, -2.50)  0.339
H (-0.22, 4.44, -0.84)  0.293
H (1.66, -1.85, -0.83)  0.310
H (2.66, -0.27, -0.46)  0.338
H (2.78, -1.46, 0.63)  0.351
H (1.23, 0.03, 1.49)  0.400

Calculated values
* net charge: +1
* SMILES string: CC(C)=C[C@H]1[N@H+](C)[C@@]12C=NC=CO2
* 2S+1: 1
* Kohn-Sham gap: 9.230 eV

Entry C
ORCA calculation (ωB97M-V with the def2-TZVPD basis set) on a 2-piece molecular cluster, C10H15N2O overall.

Last column: Mulliken charge in e.
Positions of all 28 atoms, in Å:
C (2.85, -1.82, -0.09)  0.002
C (1.93, -1.36, -1.02)  -0.819
C (3.27, -0.77, 0.64)  -0.538
C (1.74, -0.03, -0.69)  -0.569
C (-2.29, 2.99, -1.88)  -1.048
C (-1.54, 2.35, -0.99)  -0.209
C (-1.67, 0.98, -0.58)  0.968
C (0.23, -0.69, 2.20)  -1.631
C (-1.27, -1.69, 0.44)  -1.532
C (-0.69, -0.48, 1.08)  1.185
N (-2.42, 0.11, -1.08)  -0.547
N (-0.87, 0.69, 0.58)  -0.018
O (2.61, 0.38, 0.19)  -0.341
H (3.32, -2.73, 0.17)  0.452
H (1.50, -2.04, -1.68)  0.546
H (3.92, -0.43, 1.39)  0.480
H (-2.22, 4.05, -2.22)  0.246
H (-3.00, 2.54, -2.41)  0.271
H (-0.82, 3.12, -0.57)  0.106
H (0.59, 0.15, 2.65)  0.496
H (-0.20, -1.18, 3.04)  0.455
H (1.23, -1.05, 1.90)  0.325
H (-2.07, -1.92, 0.99)  0.482
H (-0.63, -2.52, 0.60)  0.419
H (-1.40, -1.32, -0.55)  0.547
H (-2.94, 0.39, -1.89)  0.216
H (1.22, 0.80, -1.09)  0.814
H (-0.40, 1.51, 0.87)  0.241

Calculated values
* net charge: +1
* 2S+1: 1
* Kohn-Sham gap: 7.673 eV

Quick one: least stable of them? entry B

Entry A
ORCA calculation (ωB97M-V with the def2-TZVPD basis set) on a 2-piece molecular cluster, C3H8S2 overall.

Last column: Mulliken charge in e.
Positions of all 13 atoms, in Å:
C (-1.46, -1.22, -1.17)  -0.607
C (-1.86, 0.00, -1.49)  -0.519
H (-0.76, -1.71, -1.82)  0.291
H (-1.57, -1.60, -0.16)  0.330
H (-1.64, 0.43, -2.46)  0.255
H (-2.46, 0.67, -0.88)  0.287
C (0.63, -0.21, 1.25)  -0.828
S (1.74, 0.61, 0.12)  0.342
S (2.44, 2.07, 1.30)  0.049
H (0.50, -1.24, 0.92)  0.270
H (-0.32, 0.34, 1.26)  0.362
H (1.04, -0.20, 2.25)  0.487
H (3.72, 2.06, 0.88)  0.281

Calculated values
* net charge: +1
* 2S+1: 2
* Kohn-Sham gap (alpha / beta): 8.912 / 5.320 eV

Entry B
ORCA calculation (ωB97M-V with the def2-TZVPD basis set) on an isolated ion of composition C3H8S2 and charge +1.

Last column: Mulliken charge in e.
Positions of all 13 atoms, in Å:
C (-0.54, 1.82, -2.36)  -1.136
C (-0.86, 1.21, -0.95)  -0.251
S (0.51, 0.16, -0.50)  0.144
S (-0.25, -1.16, 0.96)  0.233
C (0.84, -1.23, 2.35)  -0.710
H (0.33, 2.49, -2.21)  0.339
H (-0.14, 1.02, -2.98)  0.364
H (-1.37, 2.40, -2.90)  0.316
H (-1.83, 0.66, -1.10)  0.382
H (-0.91, 2.10, -0.28)  0.343
H (0.17, -1.33, 3.33)  0.339
H (1.33, -0.21, 2.32)  0.295
H (1.71, -1.96, 2.25)  0.342

Calculated values
* net charge: +1
* 2S+1: 2
* Kohn-Sham gap (alpha / beta): 9.993 / 7.146 eV

Quick one: least stable of them? entry A